1.
# C2H2N2O3

C2H2N2O3 in the gas phase in a non-equilibrium geometry (ωB97M-V with the def2-TZVPD basis set, OMol25).

Each line ends with the Löwdin charge.
CARTESIAN COORDINATES (ANGSTROEM)
C  -1.582323  -0.340377  0.046274  -0.481
H  2.649627  -0.200240  -0.109452  0.100
O  -2.696609  -0.806478  -0.081020  0.160
O  -1.189261  0.988871  0.054823  0.063
O  -0.467604  -1.088991  0.323182  0.130
H  0.441085  1.730401  -0.403277  0.139
N  0.280710  0.978310  0.226475  0.143
C  0.710612  -0.333634  0.024594  -0.409
N  1.853761  -0.927863  -0.081595  0.156

Atoms 1-6, force components in eV/Å:
-1.236 -0.861 0.615
-1.660 -1.372 -0.120
2.718 1.775 0.202
0.102 -1.529 0.119
1.029 0.450 -1.410
1.364 0.324 -0.726

Values from the calculation:
ΔE to the lowest compared entry with this formula, charge and spin (kJ/mol): 178.5
Spin multiplicity: 1
HOMO-LUMO gap (eV): 11.1
Maximum force (eV/Å): 3.3
Structure (SMILES): [H]/N=c1\[nH]oc(=O)o1
Electronic energy (hartree): -412.5830
Charge: 0
E_HOMO (eV): -10.698

2.
# C3H7OS

2 unconnected molecules or ions with the total composition C3H7OS in a non-equilibrium geometry (ωB97M-V with the def2-TZVPD basis set, OMol25).

Each line ends with the Löwdin charge.
CARTESIAN COORDINATES (ANGSTROEM)
H  -1.309097  1.145090  -1.725775  0.115
C  2.980463  -0.861152  0.862998  -0.744
H  3.953970  -0.285296  0.847489  -0.010
S  1.514365  0.175872  1.115944  0.159
O  -1.068776  -0.414336  -0.381459  -0.128
H  2.848992  -1.441482  -0.135450  0.005
H  2.998370  -1.718572  1.606673  -0.011
H  -3.436303  0.095534  0.182993  0.054
C  -1.776348  0.637250  -0.830023  -0.361
H  -3.542147  1.811048  -0.853579  0.036
C  -3.036312  0.916780  -0.442158  -0.041
H  -0.127174  -0.060737  -0.247650  -0.073

Atoms 1-6, force components in eV/Å:
-0.279 0.100 1.311
0.064 -1.690 -1.155
-0.976 -0.759 0.082
0.063 0.421 0.093
0.075 0.824 -0.219
0.568 1.067 1.307

Values from the calculation:
ΔE to the lowest compared entry with this formula, charge and spin (kJ/mol): 133.9
Spin multiplicity: 1
HOMO-LUMO gap (eV): 6.8
Maximum force (eV/Å): 2.0
Electronic energy (hartree): -591.9173
Charge: -1
E_HOMO (eV): -2.670

3.
# H2INO2S

H2INO2S in the gas phase in a non-equilibrium geometry (ωB97M-V with the def2-TZVPD basis set, OMol25).

Each line ends with the Löwdin charge.
CARTESIAN COORDINATES (ANGSTROEM)
O  0.165871  -1.196379  -1.264225  -0.372
O  0.375871  -1.468215  1.289708  -0.423
S  0.266747  -0.602996  0.037569  0.228
H  -1.098515  1.316217  0.723639  0.133
N  -0.928313  0.539153  0.002833  -0.152
I  2.274957  0.791059  0.191031  0.541
H  -1.056619  0.621159  -0.980558  0.046

Atoms 1-6, force components in eV/Å:
0.163 0.090 0.394
-0.977 3.132 -4.051
0.690 -2.004 3.931
0.708 -1.826 -1.757
0.212 -0.205 2.209
-0.043 -0.188 -0.130

Values from the calculation:
ΔE to the lowest compared entry with this formula, charge and spin (kJ/mol): 34.6
Spin multiplicity: 1
HOMO-LUMO gap (eV): 9.2
Maximum force (eV/Å): 5.2
Structure (SMILES): NS(=O)(=O)I
Electronic energy (hartree): -902.2777
Charge: 0
E_HOMO (eV): -10.202

4.
# C6H20F3FeN10O8S

A molecular structure, C6H20F3FeN10O8S in a non-equilibrium geometry (ωB97M-V with the def2-TZVPD basis set, OMol25).

Each line ends with the Löwdin charge.
CARTESIAN COORDINATES (ANGSTROEM)
N  -2.333830  3.713765  -2.114180  0.179
H  -3.014022  3.833994  0.771723  0.132
H  -2.842826  -3.729711  -3.962579  0.105
H  4.409830  1.967119  -4.314863  0.104
O  2.713994  0.788459  -2.038284  -0.091
H  -3.021760  4.426068  -2.312861  0.125
H  -3.805466  -1.575784  -1.858645  0.121
O  -2.272885  -0.986284  2.138601  -0.253
F  -3.929136  -1.200420  4.993160  0.144
Fe  0.282286  -0.159395  0.175232  1.095
O  -4.555277  -0.626459  1.313336  -0.181
C  3.336906  -3.299960  0.356699  -0.667
C  3.455915  0.925553  -3.026370  -0.750
O  -3.559923  0.846078  3.133700  -0.153
N  4.157227  -0.080872  -3.482215  0.156
H  5.053984  -4.017555  1.047667  0.124
H  3.225054  -3.713097  -1.675600  0.138
H  4.410648  -0.902118  -2.951713  0.116
F  -3.949049  -2.982921  3.590075  0.140
N  0.319405  2.623572  4.188311  0.169
N  -2.749496  4.157611  -0.147735  0.176
H  2.303296  2.922816  5.095183  0.108
H  3.185673  2.841045  -3.268255  0.126
H  -1.034505  -3.544592  -3.733443  0.114
O  -1.405244  -1.602919  -2.181139  -0.040
F  -5.598812  -1.673623  3.726293  0.159
N  3.686882  -3.800111  -0.781592  0.182
C  1.386154  2.108457  3.631123  -0.807
H  -0.597397  2.691565  3.770019  0.118
O  -1.278703  2.572750  -0.598014  -0.042
N  2.505013  2.418960  4.243391  0.176
H  -3.201397  4.975884  -0.530244  0.121
S  -3.615357  -0.511686  2.455839  0.610
H  4.666089  0.215565  -4.302741  0.100
O  2.226524  -2.641817  0.437432  -0.054
H  4.674037  -4.008712  -0.735674  0.115
O  1.320100  1.371351  2.718933  -0.007
N  -2.003725  -3.284231  -3.619709  0.155
H  -4.177779  -2.478522  -3.277353  0.112
N  3.584694  2.040351  -3.737039  0.164
H  3.425235  2.245520  3.864955  0.128
C  -4.287634  -1.683165  3.792225  -0.629
C  -2.210085  -2.157681  -2.901854  -0.739
N  4.173025  -3.598526  1.309250  0.192
C  -1.985811  3.521080  -0.925228  -0.827
H  4.084059  -3.162571  2.215964  0.137
H  -2.036589  3.043189  -2.808496  0.139
H  0.365196  3.180399  5.029708  0.108
N  -3.484519  -2.008418  -2.712992  0.154

Atoms 1-6, force components in eV/Å:
-0.493 1.260 -7.832
0.530 0.272 -0.183
1.045 -0.503 -0.280
-0.287 1.662 -0.012
0.572 0.670 -0.677
0.217 -0.590 -0.592

Values from the calculation:
ΔE to the lowest compared entry with this formula, charge and spin (kJ/mol): 937.1
Spin multiplicity: 9
HOMO-LUMO gap (spin up / spin down) (eV): 4.6 / 3.9
Maximum force (eV/Å): 7.9
Electronic energy (hartree): -3351.0039
Charge: +1
E_HOMO (spin up / spin down) (eV): -6.380 / -11.542
<S²>: 20.026